Here is a structure of composition C34H47BFeN11O2S4 from the Open Molecules 2025 dataset. Energies are from ωB97M-V with the def2-TZVPD basis set.

Summary:
Multiplicity: 5
HOMO level (spin up / spin down) in eV: -9.17 / -9.48
Charge: +1
Energy above the lowest of the compared OMol25 structures with the same formula, charge and spin in kJ/mol: 40.1
E_tot in eV: -134912.9045

Atoms and positions in Å:
H 0.7755 -1.0065 2.4675
H 1.3932 5.0976 -0.5339
N 0.1207 5.0717 2.5599
C 0.7173 2.9673 -1.6918
C -1.8947 7.9427 -0.5206
N -1.2599 -2.6590 -1.8751
N 0.5911 4.1929 -2.1972
Fe 1.1104 0.0496 0.1008
C -3.4922 -1.0828 2.1251
H 2.6503 -2.1818 -1.9043
H -3.9129 1.8440 1.3649
H 2.8934 1.1911 -7.4899
H -2.1250 5.8039 3.4397
H -2.2511 -2.8407 -3.7613
C -0.8439 3.3324 -3.9342
H -1.5443 2.5836 5.0994
C 1.8177 1.1860 -7.3705
N -2.9492 -0.0186 1.4246
H -2.0137 1.1505 -6.9418
H 2.5512 -3.8732 -2.4138
C 0.1752 4.3864 -3.5856
C -0.5321 5.9937 -0.9384
H -0.2696 5.3773 -3.6659
S 1.3824 0.3982 -2.4117
H 0.9205 4.5646 2.2036
H 0.3405 -2.9884 -4.7114
H 5.5902 -0.2389 2.0142
H 0.0296 1.1442 6.5381
C -3.2983 -2.1769 1.3569
H -2.6368 -3.8949 -0.5561
S 0.6541 -2.4208 0.0824
H -2.0168 9.0173 -0.5461
C -0.1190 1.0578 -5.9432
C -0.0451 -2.8692 -3.7147
H 1.9075 0.9799 -5.2365
C 0.7803 5.3897 -1.3858
O 2.1777 2.5535 3.2706
C 0.9947 1.2854 -8.4861
H 6.3273 -1.3102 0.8002
H -2.1483 1.8934 1.4264
C 2.2299 -2.8575 -2.6440
C 4.4637 -0.5051 0.2889
H -3.5630 -3.2044 1.5286
H -0.8180 0.1187 4.5518
H 1.0396 4.3317 -4.2534
H -0.3444 5.7082 1.9344
H -0.2971 1.6914 2.7300
C -2.9246 7.1348 -0.0632
H 1.3459 6.1147 -1.9738
H -3.0844 1.4459 2.8876
H -3.4788 -2.5431 -1.7766
O 2.4840 0.8697 1.8400
H 6.3033 0.4486 0.5434
N 0.2121 -0.2238 2.1457
H -1.8111 1.0089 -4.6224
C -0.5233 2.8567 5.3923
C 0.5657 1.8184 -2.6709
N 3.4457 -0.5678 -0.2314
C -2.4426 -0.4768 0.2444
H -0.7512 -0.5453 2.1460
H -1.7562 3.4629 -3.3432
N -2.6673 -1.7946 0.1940
C -3.0299 1.3749 1.8015
H -2.0937 4.8702 4.8756
C 0.3261 1.6039 5.5943
C 0.4239 0.9240 3.0262
C 0.0256 -2.6266 -1.5055
H 1.4284 1.3712 -9.4735
C 5.7534 -0.3979 0.9495
S 0.9816 2.6522 -0.0840
C -1.3099 -2.7961 -3.2447
C 1.8230 1.4905 2.6962
H 2.5763 -2.5802 -3.6373
C -0.5009 4.5834 3.6402
H -0.5794 3.4179 6.3291
N 0.0989 3.6670 4.3541
C -1.5762 5.1833 -0.4890
H -3.5770 5.1153 0.2715
H -3.8555 7.5767 0.2670
H -1.4631 4.1048 -0.4843
C 1.2652 1.0711 -6.1052
C -2.7654 5.7537 -0.0558
C -0.3821 1.2718 -8.3308
H 1.3683 1.9078 5.7089
B -2.5671 -2.7847 -1.0223
C -0.7225 0.9373 -4.5669
N -1.7342 5.0315 3.9510
C 0.1920 0.5414 4.4989
C -0.7079 7.3723 -0.9635
H 0.8733 -0.2805 4.7391
C -0.9361 1.1627 -7.0613
H -3.9645 -0.9591 3.0833
H -1.0976 3.3896 -4.9922
H 1.0255 3.2826 3.9695
S -1.5736 0.4821 -0.8669
H 0.0911 8.0086 -1.3263
H -0.4698 -0.0077 -4.0893
N -0.2712 2.0159 -3.6813
H -1.0278 1.3479 -9.1956
N 0.7830 -2.7658 -2.6183